Computed, not measured: 2 unconnected molecules or ions with the total composition C10H13N2 in a non-equilibrium geometry, with the ωB97M-V functional and the def2-TZVPD basis.

Each line ends with the natural charge from an NBO analysis.
CARTESIAN COORDINATES (ANGSTROEM)
1 C -2.0424 -1.3890 0.5934  -0.403
2 C 1.5017 -1.1343 -0.4882  0.113
3 C 0.2154 -0.7801 -0.0727  -0.237
4 C -0.7654 -1.8023 0.2120  0.322
5 C -2.3047 -0.0488 0.5822  0.168
6 C -0.1387 0.5807 -0.0066  0.389
7 C -4.5289 1.4622 -0.8206  -0.173
8 C 2.6182 -0.1829 -0.6796  -0.506
9 C 0.8729 1.5642 -0.1265  -0.505
10 C 2.3972 1.0888 0.0995  -0.378
11 N -1.4622 0.8228 0.0939  -0.490
12 N -0.3681 -3.0692 0.1380  -0.734
13 H -2.7764 -2.0868 0.9914  0.246
14 H 1.6731 -2.2390 -0.8474  0.240
15 H -3.5764 1.4964 -1.3811  0.053
16 H -5.3819 1.3284 -1.5045  0.105
17 H 3.5623 -0.5942 -0.3293  0.264
18 H 2.7665 -0.0197 -1.7133  0.263
19 H 0.6070 2.1495 -0.9720  0.262
20 H 0.7475 2.2162 0.6921  0.272
21 H 2.7247 0.9088 1.1180  0.235
22 H 3.1238 1.8640 -0.3134  0.251
23 H -1.7202 1.7512 -0.0786  0.413
24 H -1.0548 -3.8363 0.2635  0.425
25 H 0.5604 -3.3216 0.4469  0.405

Multiplicity: 1
Energy in eV: -13546.310
Frontier orbital gap (spin up / spin down) in eV: 5.7 / 5.3
Energy above the lowest of the compared OMol25 structures with the same formula, charge and spin in kJ/mol: 870.8
LUMO (spin up / spin down) in eV: -5.53 / -5.85
HOMO level (spin up / spin down) in Eh: -0.4146 / -0.4102
Total charge: +1